(A)
This record from OMol25 describes one molecule with the formula C4H11NS. The level of theory is wB97M-V/def2-TZVPD.

As for the SMILES: C[C@H](N)CCS. Its multiplicity is 1. Its HOMO energy is -9.0 eV. The orbital gap is 9.99 eV.

XYZ file:
```
17
Properties=species:S:1:pos:R:3:nbo_charge:R:1
C -1.331 -1.516 0.196 -0.626
C -0.766 -0.079 -0.075 -0.039
C 0.685 -0.147 -0.621 -0.407
C 1.673 0.785 0.234 -0.497
S 2.578 -0.111 1.565 -0.053
N -1.432 0.899 -0.925 -0.855
H -1.537 -1.916 -0.775 0.202
H -0.597 -1.928 0.906 0.228
H -2.322 -1.351 0.647 0.204
H -0.737 0.297 1.005 0.176
H 0.592 0.294 -1.647 0.226
H 1.059 -1.085 -0.637 0.191
H 1.068 1.616 0.523 0.209
H 2.401 1.177 -0.452 0.204
H 2.856 1.063 2.088 0.122
H -2.145 1.566 -0.486 0.365
H -2.046 0.437 -1.545 0.350
```



(B)
This record from OMol25 describes one molecule with the formula C4H11NS. The level of theory is wB97M-V/def2-TZVPD.

As for the SMILES: C[C@H](N)CCS. Its multiplicity is 1. Its HOMO energy is -8.7 eV. The orbital gap is 9.68 eV.

XYZ file:
```
17
Properties=species:S:1:pos:R:3:nbo_charge:R:1
C -0.976 -1.320 1.130 -0.628
C -0.070 -0.118 0.719 -0.058
C -0.187 -0.285 -0.905 -0.403
C 0.843 0.738 -1.443 -0.487
S 2.720 0.774 -1.232 -0.087
N -0.769 1.043 1.055 -0.888
H -2.023 -1.106 0.637 0.212
H -0.715 -2.333 0.697 0.222
H -1.287 -1.290 2.303 0.206
H 0.996 0.035 1.194 0.203
H -1.223 -0.008 -1.162 0.230
H -0.027 -1.285 -1.191 0.200
H 0.630 1.738 -1.084 0.209
H 0.682 0.836 -2.496 0.206
H 3.059 -0.556 -1.154 0.129
H -0.361 1.955 1.070 0.365
H -1.290 1.184 1.863 0.369
```



Most stable structure, least stable structure: (A), (B).



(A)
This record from OMol25 describes one molecule with the formula C4H11NS. The level of theory is wB97M-V/def2-TZVPD.

As for the SMILES: C[C@@H](N)[C@@H](C)S. Its multiplicity is 1. Its HOMO energy is -8.8 eV. The orbital gap is 9.75 eV.

XYZ file:
```
17
Properties=species:S:1:pos:R:3:nbo_charge:R:1
C 1.034 0.662 -1.464 -0.678
C 0.238 -0.524 -0.903 -0.073
C -0.321 -0.251 0.488 -0.414
C 0.797 -0.087 1.561 -0.613
H 1.428 0.188 -2.425 0.212
H 0.253 1.358 -1.991 0.243
H 1.945 1.004 -0.819 0.226
H -0.646 -0.620 -1.438 0.193
H 1.729 -1.799 -0.117 0.355
H 1.073 -2.024 -1.803 0.363
H -0.904 -1.167 0.687 0.243
H 0.243 -0.095 2.565 0.228
H 1.081 0.879 1.233 0.204
H 1.546 -0.842 1.530 0.199
H -0.763 2.046 0.624 0.094
N 0.836 -1.850 -0.816 -0.833
S -1.458 0.951 0.599 0.050
```



(B)
This record from OMol25 describes one molecule with the formula C4H11NS. The level of theory is wB97M-V/def2-TZVPD.

As for the SMILES: CCSCNC. Its multiplicity is 1. Its HOMO energy is -8.1 eV. The orbital gap is 8.99 eV.

XYZ file:
```
17
Properties=species:S:1:pos:R:3:nbo_charge:R:1
C 1.696 -0.833 0.643 -0.660
C 0.834 -1.903 0.026 -0.539
S -0.744 -1.571 -0.846 0.069
H 2.296 -0.923 1.559 0.234
H 1.308 0.192 0.869 0.213
H 2.542 -0.623 -0.118 0.210
H 0.531 -2.701 0.700 0.227
H 1.512 -2.566 -0.781 0.207
C -0.908 1.749 0.640 -0.415
C -1.031 0.297 -1.264 -0.282
N -1.711 1.025 -0.318 -0.681
H 0.219 1.437 0.541 0.188
H -1.224 1.697 1.759 0.205
H -0.777 2.844 0.350 0.181
H -1.816 0.422 -2.240 0.226
H 0.016 0.601 -1.417 0.215
H -2.743 0.854 -0.103 0.399
```



Most stable structure, least stable structure: (A), (B).



(A)
This record from OMol25 describes a 2-piece molecular cluster, C4H11NS overall. The level of theory is wB97M-V/def2-TZVPD.

As for the SMILES: C=CN.CCS. Its multiplicity is 1. Its HOMO energy is -7.9 eV. The orbital gap is 8.79 eV.

XYZ file:
```
17
Properties=species:S:1:pos:R:3:nbo_charge:R:1
C 1.860 0.099 -0.361 -0.516
C -3.022 -0.196 0.362 0.026
C 3.386 0.036 -0.540 -0.628
C -3.501 0.697 -0.460 -0.555
N -2.166 0.113 1.383 -0.840
S 1.114 -1.535 -0.083 -0.021
H 1.631 0.872 0.336 0.207
H -3.356 -1.283 0.458 0.195
H 3.816 -0.274 0.376 0.204
H 3.840 0.937 -1.004 0.221
H 3.780 -0.711 -1.175 0.215
H -4.002 0.479 -1.389 0.208
H 1.298 0.453 -1.360 0.215
H -3.363 1.729 -0.315 0.183
H -1.960 1.135 1.468 0.380
H -1.545 -0.597 1.782 0.404
H 2.191 -1.955 0.523 0.102
```



(B)
This record from OMol25 describes one molecule with the formula C4H11NS. The level of theory is wB97M-V/def2-TZVPD.

As for the SMILES: CN[C@H](C)CS. Its multiplicity is 1. Its HOMO energy is -8.9 eV. The orbital gap is 9.77 eV.

XYZ file:
```
17
Properties=species:S:1:pos:R:3:nbo_charge:R:1
C -2.158 -0.381 0.922 -0.409
N -0.893 -0.884 0.335 -0.623
C 0.337 -0.119 0.355 -0.057
C 1.326 -0.756 -0.568 -0.516
S 2.951 0.055 -0.684 -0.041
C 0.169 1.426 -0.011 -0.653
H -2.081 0.716 0.899 0.175
H -3.028 -0.669 0.338 0.200
H -2.267 -0.778 1.925 0.194
H -1.132 -0.984 -0.646 0.341
H 0.845 -0.178 1.318 0.181
H 1.439 -1.777 -0.154 0.224
H 0.947 -0.973 -1.574 0.213
H 2.926 0.009 -2.042 0.133
H 0.860 1.953 0.653 0.223
H 0.626 1.605 -0.997 0.209
H -0.868 1.734 -0.070 0.207
```



Most stable structure, least stable structure: (B), (A).



(A)
This record from OMol25 describes a 2-piece molecular cluster, C4H11NS overall. The level of theory is wB97M-V/def2-TZVPD.

As for the SMILES: C=CN.CSC. Its multiplicity is 1. Its HOMO energy is -8.1 eV. The orbital gap is 8.99 eV.

XYZ file:
```
17
Properties=species:S:1:pos:R:3:nbo_charge:R:1
C -0.699 0.001 0.859 -0.750
S -0.319 -0.815 2.409 0.176
C -1.316 -2.336 2.255 -0.735
H -0.315 -0.469 -0.044 0.216
H -0.271 0.996 0.941 0.222
H -1.772 0.080 0.716 0.209
H -2.181 -2.106 1.627 0.215
H -0.725 -3.113 1.797 0.216
H -1.711 -2.591 3.235 0.228
C 1.337 0.775 -3.792 -0.542
C 0.593 1.519 -2.986 0.014
N 0.993 2.052 -1.784 -0.825
H 2.358 0.497 -3.573 0.186
H 0.980 0.404 -4.733 0.205
H -0.423 1.763 -3.286 0.190
H 1.877 1.794 -1.390 0.386
H 0.335 2.520 -1.194 0.387
```



(B)
This record from OMol25 describes a 2-piece molecular cluster, C4H11NS overall. The level of theory is wB97M-V/def2-TZVPD.

As for the SMILES: C=CN.CSC. Its multiplicity is 1. Its HOMO energy is -7.9 eV. The orbital gap is 8.80 eV.

XYZ file:
```
17
Properties=species:S:1:pos:R:3:nbo_charge:R:1
C -0.399 3.278 -0.151 -0.737
S 0.345 1.962 0.848 0.187
C -0.489 2.290 2.388 -0.765
H 0.192 4.187 -0.051 0.214
H -1.386 3.465 0.247 0.216
H -0.441 2.945 -1.193 0.229
H -0.259 1.639 3.228 0.240
H -0.386 3.337 2.686 0.211
H -1.569 2.171 2.282 0.207
C 0.942 -4.092 -0.733 -0.548
C -0.103 -3.806 -1.510 0.020
N -0.406 -2.544 -1.966 -0.825
H 1.555 -3.307 -0.306 0.185
H 1.208 -5.062 -0.363 0.205
H -0.773 -4.575 -1.884 0.188
H 0.216 -1.782 -1.758 0.387
H -1.261 -2.354 -2.443 0.387
```



(C)
This record from OMol25 describes one molecule with the formula C4H11NS. The level of theory is wB97M-V/def2-TZVPD.

As for the SMILES: CC=[SH](N)=CC. Its multiplicity is 1. Its HOMO energy is -7.1 eV. The orbital gap is 7.67 eV.

XYZ file:
```
17
Properties=species:S:1:pos:R:3:nbo_charge:R:1
C -1.409 -0.844 0.093 -0.704
C 1.233 -1.107 -0.176 -0.743
C -2.743 -0.100 -0.104 -0.630
C 2.645 -0.355 -0.160 -0.646
N 0.558 1.560 0.611 -1.112
S 0.001 -0.001 -0.076 1.341
H -1.329 -1.416 1.013 0.212
H 0.954 -1.913 0.496 0.224
H -2.456 0.839 -0.620 0.190
H -3.355 0.349 0.771 0.204
H -3.310 -0.759 -0.749 0.222
H 2.458 0.725 -0.055 0.222
H 3.226 -0.527 -1.059 0.204
H 3.283 -0.740 0.631 0.205
H 0.143 2.408 0.438 0.380
H 1.047 1.566 1.543 0.392
H -0.066 0.564 -1.253 0.041
```



(D)
This record from OMol25 describes a 2-piece molecular cluster, C4H11NS overall. The level of theory is wB97M-V/def2-TZVPD.

As for the SMILES: C=CN.CCS. Its multiplicity is 1. Its HOMO energy is -8.1 eV. The orbital gap is 9.28 eV.

XYZ file:
```
17
Properties=species:S:1:pos:R:3:nbo_charge:R:1
C -1.696 2.740 0.255 -0.629
C -2.612 2.682 1.439 -0.515
S -2.437 4.049 2.624 -0.045
H -0.627 2.810 0.489 0.213
H -1.784 3.542 -0.469 0.212
H -1.804 1.880 -0.408 0.217
H -2.454 1.763 1.999 0.222
H -3.639 2.656 1.067 0.208
C 3.295 -5.024 -2.048 0.023
C 3.631 -3.745 -1.835 -0.549
N 2.836 -5.528 -3.260 -0.827
H 3.289 -5.722 -1.221 0.177
H 4.294 -3.549 -1.009 0.211
H 3.266 -3.026 -2.553 0.197
H 2.667 -6.517 -3.246 0.382
H -2.081 4.982 1.732 0.117
H 3.283 -5.115 -4.056 0.387
```



Most stable structure, least stable structure: (A), (C).